1.
{"formula": "C3H11Cl2N2PSi", "method": "wB97M-V/def2-TZVPD", "gap_ev": 10.05, "e_homo_ev": -9.72, "total_energy_ev": -48482.997, "smiles": "C[Si](C)(C)NP(=N)(Cl)Cl", "symbols": ["C", "Si", "C", "C", "N", "P", "N", "Cl", "Cl", "H", "H", "H", "H", "H", "H", "H", "H", "H", "H", "H"], "coordinates": [[-2.1791, -0.0201, -1.1845], [-0.7111, -0.0049, 0.0786], [-0.4215, -1.9025, 0.5652], [-0.9917, 1.1332, 1.5892], [0.7018, 0.4427, -0.9272], [2.2807, 0.4122, -0.5575], [2.6053, 0.3145, 0.9504], [2.9633, 2.0514, -1.6102], [3.2777, -1.0584, -1.5294], [-2.4632, 1.0701, -1.1590], [-1.9074, -0.4442, -2.1455], [-2.9043, -0.5633, -0.7292], [0.4869, -2.0112, 1.1872], [-1.3709, -2.2443, 0.9773], [-0.0595, -2.2848, -0.3998], [-0.5639, 2.1907, 1.5018], [-2.0264, 1.3231, 1.7698], [-0.5540, 0.5777, 2.5299], [0.2812, 1.1993, -1.8413], [3.5564, -0.1811, 0.9342]]}


2.
{"formula": "C20H32F5N6NiOSSeSiTe", "method": "wB97M-V/def2-TZVPD", "gap_ev": [7.28, 7.20], "multiplicity": 3, "e_homo_ev": [-10.95, -10.88], "charge": 1, "total_energy_ev": -178227.125, "symbols": ["Ni", "N", "C", "C", "C", "N", "C", "C", "N", "C", "H", "H", "H", "H", "H", "H", "H", "H", "H", "H", "H", "H", "H", "H", "H", "H", "C", "Si", "C", "C", "C", "C", "C", "C", "N", "C", "S", "H", "H", "H", "H", "H", "H", "H", "H", "H", "H", "H", "H", "Se", "N", "C", "C", "C", "C", "C", "C", "N", "H", "H", "H", "H", "F", "Te", "F", "F", "F", "F", "O"], "coordinates": [[-0.1215, -0.2929, 0.4471], [1.2012, 2.2542, 1.0014], [0.3978, 3.3982, 0.4338], [0.2907, 3.2659, -1.0833], [-0.7077, 2.2253, -1.5932], [-0.2398, 0.8226, -1.4134], [-2.0747, 2.4501, -0.9494], [-2.0331, 2.4479, 0.5749], [-1.8194, 1.0659, 1.0379], [-0.9806, 3.4442, 1.0975], [1.8077, 1.8202, 0.2933], [0.5190, 1.5398, 1.3409], [1.7743, 2.4821, 1.8130], [0.9552, 4.3025, 0.6727], [1.2797, 3.1203, -1.5265], [-0.0671, 4.2322, -1.4465], [-0.8148, 2.3987, -2.6679], [0.6448, 0.7048, -1.9025], [-0.9080, 0.2218, -1.8923], [-2.7874, 1.6998, -1.3037], [-2.4514, 3.4158, -1.2942], [-2.9905, 2.8170, 0.9545], [-2.6474, 0.5242, 0.8023], [-1.6891, 0.9758, 2.0454], [-0.8818, 3.3613, 2.1833], [-1.3810, 4.4422, 0.9064], [6.3036, -3.2546, -1.2459], [4.4416, -3.4049, -1.1785], [3.9161, -3.9124, 0.5344], [3.8034, -4.6050, -2.4650], [3.8235, -1.6754, -1.7628], [4.2977, -1.2754, -3.0267], [4.0786, 0.0003, -3.5024], [3.3595, 0.8886, -2.7093], [2.8292, 0.5380, -1.5457], [3.0744, -0.7075, -1.1059], [2.2840, -1.0993, 0.4312], [6.7663, -4.2192, -1.0274], [6.6597, -2.5411, -0.5000], [6.6705, -2.9299, -2.2211], [4.4031, -4.8708, 0.7383], [2.8406, -4.0517, 0.6538], [4.2514, -3.2099, 1.2977], [4.2318, -5.5944, -2.2911], [4.0700, -4.3103, -3.4821], [2.7169, -4.6998, -2.4100], [4.8644, -1.9727, -3.6330], [4.4533, 0.3160, -4.4661], [3.1936, 1.9098, -3.0353], [-2.2131, -2.8352, 0.7754], [-1.1049, -1.9191, -0.2875], [-0.7180, -2.7404, -1.2653], [0.2329, -2.4517, -2.2854], [0.5274, -3.4147, -3.1983], [-0.0912, -4.7025, -3.1715], [-0.9970, -5.0179, -2.2127], [-1.3250, -4.0396, -1.2286], [-2.1772, -4.2519, -0.2323], [0.7307, -1.4914, -2.3235], [1.2592, -3.2078, -3.9693], [0.1777, -5.4261, -3.9287], [-1.4750, -5.9861, -2.1603], [0.3464, -0.4240, 4.9535], [0.7328, -1.5614, 3.4500], [-1.1566, -1.7759, 3.4069], [0.6416, -3.0966, 4.6129], [2.9695, 0.1138, 1.2835], [0.5075, -2.8149, 1.8536], [0.1966, 0.0074, 2.2326]]}


3.
{"formula": "CH7OS", "method": "wB97M-V/def2-TZVPD", "gap_ev": 12.63, "e_homo_ev": -16.75, "charge": 1, "total_energy_ev": -14025.212, "symbols": ["O", "H", "H", "H", "C", "S", "H", "H", "H", "H"], "coordinates": [[-0.3735, 1.9416, 0.3878], [1.7828, -0.0552, -0.7100], [-0.2149, 2.4461, -0.4588], [-0.7915, 2.5731, 1.0001], [-0.2009, -1.5638, -0.2765], [1.1096, -0.5980, 0.4709], [-0.4586, -2.3788, 0.3935], [-0.0567, -1.9743, -1.2544], [-1.0952, -0.9544, -0.3258], [0.2989, 0.5638, 0.7731]]}


4.
{"formula": "C4H9N5O", "method": "wB97M-V/def2-TZVPD", "gap_ev": 9.44, "e_homo_ev": -18.01, "charge": 2, "total_energy_ev": -13770.586, "symbols": ["C", "C", "C", "C", "N", "N", "N", "N", "N", "O", "H", "H", "H", "H", "H", "H", "H", "H", "H"], "coordinates": [[-0.1193, 1.1856, -0.1999], [1.1427, 0.8140, -0.5445], [-0.7896, -0.1180, 1.9670], [-0.9469, 0.0950, 0.3075], [-0.3402, -1.1640, -0.0776], [0.8302, -1.0356, -0.3836], [1.5145, -2.0497, -0.7657], [2.2588, 1.4411, -0.7070], [-2.3978, 0.0845, -0.0148], [-1.7244, -0.1446, 2.6621], [-0.4450, 2.1327, -0.4092], [0.3062, -0.2256, 2.1143], [1.0500, -2.9251, -0.8688], [2.4882, 2.2873, -0.1928], [2.9044, 1.3960, -1.5845], [2.4835, -1.8804, -1.1285], [-2.8901, 0.5245, 0.7321], [-2.6496, -0.8897, 0.0726], [-2.6755, 0.4718, -0.9786]]}